Here is 6 unconnected molecules or ions with the total composition C82H185OP5 in a non-equilibrium geometry from the Open Molecules 2025 dataset. Energies are from the ωB97M-V functional and the def2-TZVPD basis.

Bonds (Å) are listed after each position.
Positions of all 273 atoms, in Å:
1 C 2.035 -0.215 -0.056  C2 1.497, H4 1.096, H5 1.108, H6 1.141
2 C 2.617 1.160 -0.163  C1 1.497, O3 1.398, H7 1.093, H8 1.115
3 O 1.870 2.154 0.476  C2 1.398
4 H 2.766 -1.004 -0.269  C1 1.096
5 H 1.273 -0.281 -0.858  C1 1.108
6 H 1.534 -0.540 0.916  C1 1.141
7 H 2.634 1.428 -1.223  C2 1.093
8 H 3.668 1.179 0.208  C2 1.115
9 C -2.667 6.587 2.706  C10 1.543, H26 1.106, H27 1.105, H28 1.089
10 C -1.464 5.818 2.123  C9 1.543, C11 1.458, H29 1.079, H30 1.093
11 C -1.647 5.201 0.815  C10 1.458, C12 1.532, H31 1.075, H32 1.112
12 C -0.323 4.683 0.246  C11 1.532, P13 1.848, H33 1.098, H34 1.123
13 P -0.188 4.608 -1.596  C12 1.848, C14 1.750, C18 1.777, C22 1.808
14 C -0.124 6.198 -2.321  P13 1.750, C15 1.529, H35 1.034, H36 1.066
15 C 0.668 7.223 -1.509  C14 1.529, C16 1.497, H37 1.051, H38 1.125
16 C 0.791 8.543 -2.205  C15 1.497, C17 1.574, H39 1.067, H40 1.124
17 C 1.842 9.579 -1.655  C16 1.574, H41 1.111, H42 1.129, H43 1.145
18 C 1.319 3.720 -1.910  P13 1.777, C19 1.548, H44 1.105, H45 1.127
19 C 2.725 4.350 -1.759  C18 1.548, C20 1.471, H46 1.107, H47 1.080
20 C 3.238 5.113 -2.907  C19 1.471, C21 1.495, H48 1.134, H49 1.121
21 C 4.530 5.800 -2.603  C20 1.495, H50 1.121, H51 1.080, H52 1.110
22 C -1.504 3.624 -2.350  P13 1.808, C23 1.578, H53 1.099, H54 1.074
23 C -1.606 3.661 -3.924  C22 1.578, C24 1.526, H55 1.137, H56 1.031
24 C -2.319 2.395 -4.392  C23 1.526, C25 1.560, H57 1.086, H58 1.111
25 C -2.376 2.349 -5.950  C24 1.560, H59 1.099, H60 1.108, H61 1.075
26 H -3.646 6.094 2.555  C9 1.106
27 H -2.768 7.570 2.211  C9 1.105
28 H -2.598 6.782 3.775  C9 1.089
29 H -1.100 5.131 2.871  C10 1.079
30 H -0.640 6.536 2.119  C10 1.093
31 H -2.059 5.985 0.205  C11 1.075
32 H -2.365 4.354 0.883  C11 1.112
33 H -0.162 3.647 0.572  C12 1.098
34 H 0.538 5.317 0.589  C12 1.123
35 H -1.095 6.552 -2.360  C14 1.034
36 H 0.224 6.102 -3.324  C14 1.066
37 H 1.607 6.789 -1.325  C15 1.051
38 H 0.141 7.444 -0.540  C15 1.125
39 H -0.155 9.019 -2.335  C16 1.067
40 H 1.194 8.340 -3.235  C16 1.124
41 H 2.877 9.175 -1.677  C17 1.111
42 H 1.574 9.731 -0.569  C17 1.129
43 H 1.897 10.539 -2.275  C17 1.145
44 H 1.281 3.036 -2.777  C18 1.105
45 H 1.374 3.016 -1.031  C18 1.127
46 H 3.485 3.576 -1.538  C19 1.107
47 H 2.728 4.960 -0.868  C19 1.080
48 H 2.588 5.895 -3.410  C20 1.134
49 H 3.520 4.426 -3.747  C20 1.121
50 H 5.285 5.085 -2.183  C21 1.121
51 H 4.480 6.656 -1.946  C21 1.080
52 H 4.909 6.273 -3.532  C21 1.110
53 H -2.452 3.923 -1.881  C22 1.099
54 H -1.294 2.606 -2.080  C22 1.074
55 H -0.568 3.637 -4.389  C23 1.137
56 H -2.053 4.523 -4.270  C23 1.031
57 H -3.342 2.338 -4.032  C24 1.086
58 H -1.762 1.485 -4.085  C24 1.111
59 H -1.720 3.142 -6.337  C25 1.099
60 H -3.425 2.474 -6.285  C25 1.108
61 H -1.980 1.448 -6.381  C25 1.075
62 C 2.574 7.893 2.392  C63 1.521, H79 1.101, H80 1.109, H81 1.088
63 C 3.270 6.552 2.221  C62 1.521, C64 1.593, H82 1.065, H83 1.123
64 C 2.482 5.351 2.912  C63 1.593, C65 1.477, H84 1.067, H85 1.131
65 C 3.220 4.095 2.666  C64 1.477, P66 1.812, H86 1.135, H87 1.099
66 P 2.618 2.694 3.645  C65 1.812, C67 1.781, C71 1.770, C75 1.782
67 C 0.916 2.230 3.404  P66 1.781, C68 1.566, H88 1.044, H89 1.097
68 C -0.193 2.876 4.301  C67 1.566, C69 1.465, H90 1.096, H91 1.129
69 C -1.478 2.174 4.233  C68 1.465, C70 1.540, H92 1.116, H93 1.108
70 C -2.044 2.099 2.803  C69 1.540, H94 1.127, H95 1.069, H96 1.097
71 C 3.637 1.303 3.243  P66 1.770, C72 1.551, H97 1.084, H98 1.107
72 C 3.579 0.016 4.107  C71 1.551, C73 1.619, H99 1.098, H100 1.119
73 C 4.875 -0.933 3.914  C72 1.619, C74 1.537, H101 1.127, H102 1.135
74 C 6.193 -0.188 3.645  C73 1.537, H103 1.111, H104 1.128, H105 1.085
75 C 2.840 3.207 5.338  P66 1.782, C76 1.541, H106 1.078, H107 1.161
76 C 4.246 3.643 5.792  C75 1.541, C77 1.571, H108 1.121, H109 1.104
77 C 4.325 4.339 7.198  C76 1.571, C78 1.524, H110 1.089, H111 1.096
78 C 4.272 3.280 8.293  C77 1.524, H112 1.137, H113 1.051, H114 1.093
79 H 1.651 7.868 1.792  C62 1.101
80 H 3.119 8.777 2.005  C62 1.109
81 H 2.471 8.138 3.447  C62 1.088
82 H 4.299 6.539 2.496  C63 1.065
83 H 3.288 6.318 1.122  C63 1.123
84 H 1.428 5.336 2.745  C64 1.067
85 H 2.507 5.696 3.988  C64 1.131
86 H 4.316 4.194 2.943  C65 1.135
87 H 3.082 3.707 1.647  C65 1.099
88 H 0.873 1.201 3.572  C67 1.044
89 H 0.639 2.432 2.362  C67 1.097
90 H -0.249 3.912 3.948  C68 1.096
91 H 0.263 3.068 5.316  C68 1.129
92 H -2.198 2.638 4.948  C69 1.116
93 H -1.347 1.141 4.612  C69 1.108
94 H -1.260 1.695 2.101  C70 1.127
95 H -2.358 3.025 2.370  C70 1.069
96 H -2.782 1.288 2.793  C70 1.097
97 H 4.630 1.723 3.349  C71 1.084
98 H 3.424 1.070 2.183  C71 1.107
99 H 2.669 -0.496 3.769  C72 1.098
100 H 3.518 0.354 5.172  C72 1.119
101 H 4.590 -1.759 3.202  C73 1.127
102 H 5.044 -1.539 4.858  C73 1.135
103 H 6.150 0.204 2.607  C74 1.111
104 H 7.067 -0.891 3.769  C74 1.128
105 H 6.357 0.728 4.202  C74 1.085
106 H 2.428 2.419 5.947  C75 1.078
107 H 2.091 4.089 5.428  C75 1.161
108 H 4.578 4.345 4.984  C76 1.121
109 H 4.882 2.745 5.882  C76 1.104
110 H 3.503 5.053 7.232  C77 1.089
111 H 5.258 4.910 7.276  C77 1.096
112 H 3.520 2.488 7.976  C78 1.137
113 H 4.056 3.474 9.304  C78 1.051
114 H 5.240 2.783 8.397  C78 1.093
115 C -6.034 -1.872 -2.100  C116 1.524, H132 1.126, H133 1.122, H134 1.072
116 C -6.889 -0.811 -1.419  C115 1.524, C117 1.575, H135 1.116, H136 1.102
117 C -8.437 -1.102 -1.435  C116 1.575, C118 1.546, H137 1.159, H138 1.104
118 C -8.988 -1.105 -2.879  C117 1.546, P119 1.847, H139 1.109, H140 1.135
119 P -10.806 -1.310 -3.135  C118 1.847, C120 1.837, C124 1.766, C128 1.854
120 C -11.530 -0.362 -1.738  P119 1.837, C121 1.526, H141 1.092, H142 1.068
121 C -13.013 -0.077 -1.959  C120 1.526, C122 1.532, H143 1.070, H144 1.047
122 C -13.757 0.647 -0.832  C121 1.532, C123 1.577, H145 1.126, H146 1.092
123 C -15.320 0.794 -0.977  C122 1.577, H147 1.127, H148 1.118, H149 1.115
124 C -11.381 -0.644 -4.666  P119 1.766, C125 1.575, H150 1.088, H151 1.097
125 C -11.115 0.891 -4.899  C124 1.575, C126 1.612, H152 1.082, H153 1.043
126 C -11.976 1.401 -6.163  C125 1.612, C127 1.517, H154 1.071, H155 1.049
127 C -13.456 1.233 -5.879  C126 1.517, H156 1.081, H157 1.040, H158 1.045
128 C -11.542 -3.004 -2.978  P119 1.854, C129 1.516, H159 1.096, H160 1.084
129 C -11.476 -3.610 -1.590  C128 1.516, C130 1.493, H161 1.096, H162 1.124
130 C -11.890 -5.045 -1.601  C129 1.493, C131 1.534, H163 1.064, H164 1.080
131 C -11.378 -5.759 -0.344  C130 1.534, H165 1.077, H166 1.087, H167 1.074
132 H -5.971 -2.847 -1.540  C115 1.126
133 H -4.971 -1.517 -2.146  C115 1.122
134 H -6.351 -2.031 -3.112  C115 1.072
135 H -6.825 0.128 -2.018  C116 1.116
136 H -6.569 -0.766 -0.365  C116 1.102
137 H -8.936 -0.244 -0.838  C117 1.159
138 H -8.604 -2.089 -0.969  C117 1.104
139 H -8.516 -1.953 -3.417  C118 1.109
140 H -8.654 -0.138 -3.371  C118 1.135
141 H -10.958 0.565 -1.671  C120 1.092
142 H -11.428 -0.948 -0.851  C120 1.068
143 H -13.458 -1.049 -2.002  C121 1.070
144 H -13.125 0.344 -2.910  C121 1.047
145 H -13.234 1.634 -0.687  C122 1.126
146 H -13.549 0.051 0.058  C122 1.092
147 H -15.574 1.476 -1.837  C123 1.127
148 H -15.701 1.232 -0.021  C123 1.118
149 H -15.756 -0.229 -1.059  C123 1.115
150 H -12.454 -0.797 -4.573  C124 1.088
151 H -10.985 -1.297 -5.454  C124 1.097
152 H -10.048 0.985 -5.054  C125 1.082
153 H -11.455 1.381 -4.043  C125 1.043
154 H -11.743 0.758 -6.988  C126 1.071
155 H -11.694 2.375 -6.432  C126 1.049
156 H -13.708 1.668 -4.922  C127 1.081
157 H -13.646 0.211 -5.891  C127 1.040
158 H -14.002 1.706 -6.634  C127 1.045
159 H -11.107 -3.620 -3.775  C128 1.096
160 H -12.587 -2.814 -3.199  C128 1.084
161 H -12.066 -2.987 -0.909  C129 1.096
162 H -10.471 -3.451 -1.111  C129 1.124
163 H -11.409 -5.489 -2.440  C130 1.064
164 H -12.936 -5.226 -1.797  C130 1.080
165 H -11.801 -5.383 0.573  C131 1.077
166 H -10.320 -5.582 -0.170  C131 1.087
167 H -11.621 -6.799 -0.459  C131 1.074
168 C 2.905 -4.140 4.598  C169 1.549, H185 1.100, H186 1.112, H187 1.131
169 C 1.614 -4.673 5.267  C168 1.549, C170 1.552, H188 1.080, H189 1.136
170 C 0.706 -5.352 4.207  C169 1.552, C171 1.515, H190 1.087, H191 1.079
171 C 1.241 -6.674 3.698  C170 1.515, P172 1.783, H192 1.109, H193 1.148
172 P 0.258 -7.567 2.509  C171 1.783, C173 1.833, C177 1.772, C181 1.762
173 C 0.995 -7.338 0.847  P172 1.833, C174 1.554, H194 1.100, H195 1.085
174 C 0.075 -7.520 -0.392  C173 1.554, C175 1.568, H196 1.056, H197 1.097
175 C 0.952 -7.604 -1.688  C174 1.568, C176 1.521, H198 1.121, H199 1.068
176 C 0.204 -7.006 -2.870  C175 1.521, H200 1.102, H201 1.106, H202 1.100
177 C 0.386 -9.289 2.909  P172 1.772, C178 1.552, H203 1.128, H204 1.086
178 C -0.294 -10.223 1.873  C177 1.552, C179 1.509, H205 1.092, H206 1.097
179 C -0.519 -11.615 2.412  C178 1.509, C180 1.517, H207 1.077, H208 1.065
180 C -1.125 -12.486 1.327  C179 1.517, H209 1.092, H210 1.085, H211 1.132
181 C -1.392 -6.950 2.540  P172 1.762, C182 1.608, H212 1.075, H213 1.128
182 C -2.318 -7.382 3.782  C181 1.608, C183 1.482, H214 1.083, H215 1.121
183 C -3.428 -6.430 4.021  C182 1.482, C184 1.543, H216 1.168, H217 1.093
184 C -4.171 -6.688 5.349  C183 1.543, H218 1.096, H219 1.088, H220 1.106
185 H 2.724 -3.371 3.833  C168 1.100
186 H 3.443 -4.968 4.086  C168 1.112
187 H 3.542 -3.690 5.417  C168 1.131
188 H 1.150 -3.910 5.874  C169 1.080
189 H 1.974 -5.454 6.010  C169 1.136
190 H 0.624 -4.632 3.397  C170 1.087
191 H -0.244 -5.512 4.693  C170 1.079
192 H 1.322 -7.438 4.497  C171 1.109
193 H 2.275 -6.526 3.222  C171 1.148
194 H 1.860 -8.014 0.773  C173 1.100
195 H 1.329 -6.311 0.744  C173 1.085
196 H -0.574 -6.696 -0.512  C174 1.056
197 H -0.472 -8.469 -0.442  C174 1.097
198 H 1.367 -8.635 -1.831  C175 1.121
199 H 1.844 -7.041 -1.521  C175 1.068
200 H 0.770 -7.105 -3.810  C176 1.102
201 H -0.092 -5.962 -2.657  C176 1.106
202 H -0.676 -7.595 -3.166  C176 1.100
203 H 0.045 -9.382 3.980  C177 1.128
204 H 1.435 -9.566 2.901  C177 1.086
205 H 0.274 -10.204 0.941  C178 1.092
206 H -1.284 -9.772 1.738  C178 1.097
207 H -1.081 -11.646 3.329  C179 1.077
208 H 0.386 -12.043 2.778  C179 1.065
209 H -1.374 -13.517 1.585  C180 1.092
210 H -0.430 -12.522 0.495  C180 1.085
211 H -2.033 -12.006 0.850  C180 1.132
212 H -1.836 -7.318 1.633  C181 1.075
213 H -1.291 -5.829 2.456  C181 1.128
214 H -1.752 -7.504 4.697  C182 1.083
215 H -2.739 -8.386 3.518  C182 1.121
216 H -4.235 -6.603 3.195  C183 1.168
217 H -2.995 -5.427 4.068  C183 1.093
218 H -5.154 -6.203 5.376  C184 1.096
219 H -3.577 -6.344 6.192  C184 1.088
220 H -4.326 -7.765 5.546  C184 1.106
221 C 5.960 -2.815 0.673  C222 1.543, H238 1.095, H239 1.097, H240 1.072
222 C 7.379 -2.309 0.338  C221 1.543, C223 1.539, H241 1.063, H242 1.080
223 C 7.393 -1.349 -0.865  C222 1.539, C224 1.571, H243 1.068, H244 1.114
224 C 8.749 -0.592 -1.103  C223 1.571, P225 1.826, H245 1.105, H246 1.083
225 P 8.488 0.812 -2.241  C224 1.826, C226 1.850, C230 1.754, C234 1.850
226 C 7.605 2.052 -1.190  P225 1.850, C227 1.601, H247 1.073, H248 1.036
227 C 8.567 2.559 -0.015  C226 1.601, C228 1.511, H249 1.086, H250 1.084
228 C 7.796 2.789 1.264  C227 1.511, C229 1.570, H251 1.120, H252 1.105
229 C 6.774 3.979 1.330  C228 1.570, H253 1.099, H254 1.067, H255 1.091
230 C 9.977 1.480 -2.882  P225 1.754, C231 1.542, H256 1.098, H257 1.119
231 C 10.868 0.480 -3.647  C230 1.542, C232 1.516, H258 1.076, H259 1.126
232 C 11.983 1.236 -4.342  C231 1.516, C233 1.519, H260 1.096, H261 1.112
233 C 13.040 0.384 -5.025  C232 1.519, H262 1.132, H263 1.108, H264 1.129
234 C 7.288 0.303 -3.554  P225 1.850, C235 1.559, H265 1.077, H266 1.085
235 C 7.646 -0.930 -4.438  C234 1.559, C236 1.493, H267 1.069, H268 1.134
236 C 6.420 -1.381 -5.161  C235 1.493, C237 1.535, H269 1.102, H270 1.136
237 C 5.549 -0.316 -5.841  C236 1.535, H271 1.126, H272 1.089, H273 1.074
238 H 5.811 -3.464 1.542  C221 1.095
239 H 5.540 -3.353 -0.186  C221 1.097
240 H 5.368 -1.957 0.922  C221 1.072
241 H 7.942 -3.173 0.083  C222 1.063
242 H 7.973 -2.027 1.195  C222 1.080
243 H 6.586 -0.655 -0.782  C223 1.068
244 H 7.231 -1.827 -1.859  C223 1.114
245 H 9.500 -1.247 -1.580  C224 1.105
246 H 9.226 -0.297 -0.177  C224 1.083
247 H 6.796 1.476 -0.785  C226 1.073
248 H 7.253 2.803 -1.811  C226 1.036
249 H 8.834 3.541 -0.393  C227 1.086
250 H 9.409 1.882 0.074  C227 1.084
251 H 8.523 2.996 2.091  C228 1.120
252 H 7.260 1.843 1.461  C228 1.105
253 H 5.876 3.890 0.702  C229 1.099
254 H 7.268 4.903 1.127  C229 1.067
255 H 6.512 4.106 2.382  C229 1.091
256 H 10.575 1.857 -2.042  C230 1.098
257 H 9.690 2.300 -3.588  C230 1.119
258 H 10.344 -0.051 -4.423  C231 1.076
259 H 11.255 -0.291 -2.923  C231 1.126
260 H 12.527 1.833 -3.602  C232 1.096
261 H 11.609 2.038 -5.016  C232 1.112
262 H 13.841 1.127 -5.320  C233 1.132
263 H 12.789 -0.135 -5.971  C233 1.108
264 H 13.581 -0.410 -4.432  C233 1.129
265 H 7.049 1.164 -4.156  C234 1.077
266 H 6.396 0.034 -2.999  C234 1.085
267 H 8.009 -1.771 -3.889  C235 1.069
268 H 8.341 -0.681 -5.300  C235 1.134
269 H 5.787 -1.896 -4.421  C236 1.102
270 H 6.746 -2.142 -5.939  C236 1.136
271 H 6.166 0.129 -6.672  C237 1.126
272 H 5.264 0.427 -5.097  C237 1.089
273 H 4.680 -0.823 -6.218  C237 1.074

Computed properties:
* largest force on an atom: 4.0 eV/Å
* frontier orbital gap: 7.6 eV
* highest occupied orbital energy: -13.536 eV
* molar mass: 1342.3 g/mol
* net charge: +4